The following is a quantum chemistry calculation of C5H8O2 as an isolated structure, from the Open Molecules 2025 dataset.

Cartesian coordinates (Å):
O -2.15374 0.36453 0.03109
C -1.24529 -0.06879 -0.88632
C -0.97566 0.49302 -2.06166
C 1.40170 -1.29135 0.64201
C 0.77082 -0.37623 1.68243
C 1.30431 0.68285 0.79676
O 1.90378 -0.16859 -0.01280
H -2.58819 1.15728 -0.31385
H -0.71814 -0.95329 -0.52556
H -0.21259 0.05704 -2.69564
H -1.49009 1.38167 -2.42213
H 2.17099 -2.03554 0.85624
H -0.31453 -0.35350 1.82038
H 1.28033 -0.47723 2.64681
H 0.94679 1.63500 0.41728

Cartesian forces (eV/Å) of the 6 atoms listed first:
-0.11 0.21 -0.10
0.23 -0.04 -0.27
-0.06 -0.09 0.13
0.31 -0.02 0.29
-0.28 -0.05 0.26
-0.31 0.67 0.34

For the largest force on an atom, the calculation gives 0.98 eV/Å. For the HOMO-LUMO gap (spin up / spin down), the calculation gives 8.76 / 8.02 eV. The total energy is -345.60481 hartree. The value obtained for the energy above the lowest of the compared OMol25 structures with the same formula, charge and spin is 525.5 kJ/mol. The value obtained for the LUMO energy (spin up / spin down) is 0.8 / 0.4 eV. As for the spin multiplicity: 1.

natural (NBO) population analysis, charges in e, atoms 1 to 6: -0.688 0.142 -0.550 -0.024 -0.579 0.133